1.
11
Properties=species:S:1:pos:R:3:mulliken_charge:R:1 method="wB97M-V/def2-TZVPD" de_lowest_kcal_mol=93.4 total_energy_ev=-5277.149 molar_mass_g_mol=66.10 e_lumo_ev=1.340 homo_lumo_gap_ev=10.42 smiles="C=CC1C=C1"
C 1.81147 -0.41922 -0.49526 -0.639
C 1.11147 0.22505 0.41894 -0.180
C -0.59789 0.68536 0.04983 -0.333
C -1.72025 -0.01861 0.75653 -0.265
C -1.45626 -0.48571 -0.41702 -0.459
H 2.75546 -0.57548 -0.14130 0.329
H 1.34496 -0.75040 -1.51964 0.192
H 1.53888 0.67942 1.31145 0.313
H -0.70508 1.71060 -0.48700 0.254
H -2.40195 0.04303 1.68773 0.308
H -1.68080 -1.09404 -1.16427 0.479

=====

2.
82
Properties=species:S:1:pos:R:3:lowdin_spin:R:1 method="wB97M-V/def2-TZVPD" de_lowest_kcal_mol=8.6 total_energy_ev=-157689.282 molar_mass_g_mol=923.37 s2=0.762 e_lumo_ev="1.959 / 1.896" homo_lumo_gap_ev="8.09 / 7.77" total_charge=-1 spin_multiplicity=2
Cr 0.35146 0.31270 -0.57462 0.973
O 3.80593 2.19905 0.66475 0.000
C 2.96600 1.33668 0.86057 0.004
O 2.05800 1.01006 0.00679 0.021
C 2.98477 0.59860 2.19345 0.001
C 4.00646 0.94534 3.07305 0.000
C 4.09663 0.36723 4.32568 0.000
C 3.16042 -0.57978 4.71260 0.000
C 2.14967 -0.94268 3.84041 0.000
C 2.03994 -0.35356 2.58029 -0.001
P 0.68337 -0.91664 1.49581 -0.007
C 1.36267 -2.54860 0.98963 -0.002
C 0.62483 -3.27454 0.05182 0.000
C 1.09183 -4.47609 -0.44545 0.000
C 2.31675 -4.97190 -0.02166 0.000
C 3.05986 -4.26042 0.90472 0.000
C 2.59095 -3.05147 1.40371 -0.001
C -0.63173 -1.38510 2.68235 0.000
C -1.36646 -2.55734 2.53047 0.000
C -2.42539 -2.83395 3.38419 0.000
C -2.77072 -1.94047 4.38459 0.000
C -2.04177 -0.77039 4.54195 0.000
C -0.97602 -0.49658 3.70274 0.000
H 4.71518 1.69302 2.74528 0.000
H 4.89170 0.65456 5.00235 0.000
H 3.22284 -1.04244 5.68994 0.000
H 1.43504 -1.69981 4.13527 0.000
H -0.31014 -2.85883 -0.30136 0.000
H 0.50695 -5.02045 -1.17659 0.000
H 2.69158 -5.90516 -0.42280 0.000
H 4.02270 -4.63447 1.23031 0.000
H 3.19581 -2.51001 2.11704 0.000
H -1.11969 -3.26306 1.75127 0.000
H -2.98273 -3.75463 3.26357 0.000
H -3.60461 -2.15537 5.04168 0.000
H -2.31289 -0.05790 5.31023 0.000
H -0.41010 0.41562 3.82318 0.000
O 2.95195 -1.43629 -3.02989 0.004
C 2.05159 -0.79451 -2.51878 0.001
O 1.37130 -1.10813 -1.47723 -0.009
C 1.55408 0.47830 -3.16765 0.004
C 1.99273 0.83502 -4.44864 -0.001
C 1.40542 1.89191 -5.07780 0.004
C 0.39566 2.61462 -4.41061 -0.001
C -0.26396 3.70971 -5.00917 0.001
C -1.21111 4.41373 -4.32235 -0.001
C -1.54141 4.04145 -3.00715 0.001
C -0.94244 2.96719 -2.41235 -0.001
C 0.04437 2.22285 -3.09064 0.000
N 0.61915 1.12930 -2.49756 -0.007
H 2.78077 0.24473 -4.89302 0.000
H 1.70476 2.18629 -6.07635 0.000
H 0.00511 3.98461 -6.02214 0.000
H -1.71263 5.25157 -4.78933 0.000
H -2.28353 4.60927 -2.46162 0.000
H -1.22031 2.65480 -1.41973 0.000
Cl 1.30663 4.34284 -0.35412 0.000
C 0.33181 4.09012 1.10547 0.000
Cl -1.21165 4.94582 0.94747 0.000
C 0.07787 2.56695 1.29339 0.000
O 0.37136 2.07726 2.37309 0.001
O -0.44098 1.98912 0.28487 -0.005
H 0.85744 4.50893 1.95576 0.000
Cl -2.88265 0.66482 1.32797 0.000
C -3.51262 2.27082 1.71249 0.000
Cl -3.16604 2.74230 3.38280 0.000
H -4.58841 2.27353 1.57870 0.000
H -3.02145 2.98933 1.06544 0.000
C -1.36873 -1.82869 -3.00637 0.000
C -2.14966 -1.00377 -1.97216 0.005
O -1.40856 -0.43844 -0.98140 0.017
C -2.95942 0.08109 -2.75016 0.000
F -4.05763 -0.42782 -3.35971 0.000
F -3.37960 1.07379 -1.96181 0.000
F -2.22508 0.62698 -3.73836 0.000
C -3.20633 -1.92865 -1.29513 0.000
F -2.63293 -2.65998 -0.32526 0.000
F -4.22329 -1.25390 -0.73652 0.000
F -3.76655 -2.81032 -2.15823 0.000
H -0.53361 -1.23192 -3.35974 0.000
H -2.00622 -2.09153 -3.84980 0.000
H -0.98430 -2.73634 -2.54388 0.000

=====

3.
12
Properties=species:S:1:pos:R:3:mulliken_charge:R:1 method="wB97M-V/def2-TZVPD" de_lowest_kcal_mol=91.6 total_energy_ev=-11277.236 molar_mass_g_mol=105.07 e_lumo_ev=4.292 homo_lumo_gap_ev=8.32 total_charge=-1
C 0.00208 0.23320 1.35860 0.524
C 0.84325 -0.31175 -1.34262 -0.050
N -1.61129 0.36931 -0.28669 -0.461
N -0.31408 0.58852 0.10416 -0.419
O -0.82432 0.00391 2.24403 -0.688
O 1.37076 -0.01740 1.55849 -0.492
O 2.03889 -0.22994 -1.12831 -0.705
H 0.36418 -1.18191 -1.10664 0.260
H 0.40278 0.34573 -2.11549 0.237
H -2.33332 0.89411 0.32109 0.237
H -1.72686 -0.66014 -0.35993 0.172
H 1.78794 -0.03365 0.75332 0.383

=====

4.
70
Properties=species:S:1:pos:R:3:mulliken_charge:R:1 method="wB97M-V/def2-TZVPD" de_lowest_kcal_mol=0.0 total_energy_ev=-109243.090 molar_mass_g_mol=867.00 e_lumo_ev=4.393 homo_lumo_gap_ev=6.02 total_charge=-2
Pb 0.89107 1.77441 -0.44649 1.093
O 2.62705 2.68636 -4.89825 -0.726
C 1.51822 3.07108 -5.54752 0.337
C 1.65410 3.51836 -6.86533 -0.692
C 0.55039 3.94115 -7.57976 -0.251
C -0.71280 3.92721 -6.99524 -0.759
C -0.84858 3.48392 -5.69097 -0.441
C 0.24640 3.05002 -4.94673 0.198
C 0.07776 2.55818 -3.54148 1.060
O 1.11206 2.07112 -2.95184 -1.061
N -1.12216 2.65485 -3.04037 -0.792
N -1.18930 2.21151 -1.72450 0.279
C -2.37978 1.94598 -1.33537 -0.682
C -2.80521 1.48659 -0.02503 0.963
C -4.11080 0.98508 0.06576 -0.592
C -4.64472 0.52002 1.24909 -0.671
C -3.84791 0.57225 2.39953 -0.381
C -2.57051 1.07672 2.35274 -0.583
C -1.99040 1.55655 1.14540 0.233
O -0.80481 2.05335 1.15173 -0.952
H 2.31226 2.41315 -3.98709 0.328
H 2.64610 3.52218 -7.29940 0.414
H 0.67436 4.28435 -8.60092 0.345
H -1.58072 4.25555 -7.55349 0.369
H -1.81594 3.45589 -5.20793 0.441
H -3.16879 2.05717 -2.08378 0.275
H -4.70869 0.96099 -0.84097 0.303
H -5.65252 0.12649 1.28683 0.368
H -4.24200 0.21215 3.34431 0.354
H -1.95341 1.12565 3.24205 0.563
N 4.08374 -0.53236 0.96396 0.142
C 4.03364 -0.07603 -0.10134 -0.337
H 4.12894 -0.92850 1.92126 -0.027
C -1.94543 -1.99958 6.04502 -1.382
C -0.49328 -1.94718 5.64741 0.386
C 0.47876 -2.63573 6.35738 -0.890
C 1.82301 -2.60899 5.98773 1.482
C 2.80533 -3.39455 6.81272 -1.632
C 2.22843 -1.86474 4.86724 -0.883
Te 4.26432 -1.84089 4.25059 -0.323
C 1.24888 -1.15839 4.14469 1.135
C 1.60755 -0.33748 2.93263 -1.077
C -0.08282 -1.21300 4.54245 -0.646
H -2.06720 -2.47167 7.02176 0.335
H -2.53587 -2.57053 5.32323 0.291
H -2.38024 -0.99879 6.09686 0.316
H 0.18760 -3.21741 7.22878 0.152
H 2.29597 -3.91133 7.62985 0.339
H 3.57728 -2.74165 7.22569 0.335
H 3.33348 -4.12540 6.19719 0.339
H 2.41005 0.36331 3.16425 0.487
H 0.74755 0.22108 2.55692 -0.150
H 1.97938 -0.97995 2.12581 0.185
H -0.81830 -0.65618 3.96862 0.447
C -1.14524 -0.86459 -3.38645 -1.041
Ge 0.35256 -1.41760 -2.24069 0.521
C 0.09747 -3.35191 -1.90799 -1.349
C 2.02715 -1.25252 -3.24423 -0.901
C 0.34589 -0.45470 -0.56537 -0.606
H -1.18605 -1.48586 -4.28454 0.441
H -1.05135 0.17916 -3.68789 0.191
H -2.08690 -0.97737 -2.84412 0.283
H 0.08266 -3.91443 -2.84534 0.367
H -0.84338 -3.52725 -1.38256 0.376
H 0.90895 -3.73570 -1.28693 0.371
H 2.04304 -1.96411 -4.07365 0.370
H 2.87880 -1.44937 -2.59198 0.361
H 2.13172 -0.24361 -3.64082 0.101
H 1.03243 -0.95302 0.13153 -0.067
H -0.65924 -0.51945 -0.13466 0.221

=====

5.
132
Properties=species:S:1:pos:R:3:mulliken_charge:R:1 method="wB97M-V/def2-TZVPD" de_lowest_kcal_mol=135.7 total_energy_ev=-60184.787 molar_mass_g_mol=669.03 e_lumo_ev=-0.170 homo_lumo_gap_ev=9.70
C 4.15215 -7.20753 2.63055 -1.129
C 5.51523 -6.58510 2.85884 0.185
C 5.92771 -5.84479 1.52804 -1.023
O 5.64705 -5.70349 3.98423 -0.518
H 4.30911 -8.16472 2.13328 0.335
H 3.53523 -6.51726 2.05521 0.277
H 3.53943 -7.31490 3.52561 0.351
H 6.29610 -7.34558 2.86013 0.333
H 5.79378 -6.58996 0.74389 0.345
H 6.95385 -5.50228 1.66151 0.299
H 5.21055 -5.02584 1.58399 0.234
H 4.97277 -5.03114 3.86213 0.309
C -1.08453 0.86523 9.24760 -1.212
C -2.26398 1.09209 8.27136 0.635
C -1.84263 2.00803 7.21012 -1.413
O -2.54637 -0.16015 7.70722 -0.541
H -1.31189 0.10523 9.99514 0.323
H -0.77878 1.72469 9.84422 0.369
H -0.26759 0.54835 8.59929 0.265
H -3.08758 1.58997 8.78313 0.175
H -1.36855 1.45671 6.39810 0.355
H -1.35302 2.89797 7.60559 0.332
H -2.66134 2.47519 6.66279 0.398
H -3.10311 -0.00639 6.94041 0.314
C -4.03435 5.09273 0.23332 -1.461
C -3.85515 3.62663 0.01455 0.837
C -4.54997 2.60890 0.89866 -1.241
O -4.25646 3.29202 -1.28593 -0.518
H -5.01234 5.38357 -0.15014 0.375
H -3.24932 5.57753 -0.34703 0.372
H -4.02670 5.36603 1.28847 0.348
H -2.77699 3.47855 0.07601 0.076
H -5.62589 2.60369 0.72406 0.292
H -4.35557 2.83373 1.94736 0.335
H -4.18550 1.60759 0.66919 0.294
H -4.70330 4.04265 -1.68401 0.292
C 7.82479 1.17474 4.07740 -1.327
C 7.51719 1.30713 2.63380 0.681
C 7.49183 0.00454 1.92438 -1.286
O 6.24290 1.90779 2.65364 -0.509
H 7.15774 0.49421 4.60657 0.309
H 7.59397 2.13462 4.53940 0.324
H 8.85494 0.98129 4.37653 0.374
H 8.21056 1.98670 2.13830 0.168
H 8.41234 -0.57917 1.91767 0.343
H 7.03549 -0.06457 0.93692 0.347
H 6.84326 -0.65581 2.50003 0.303
H 5.88047 1.99781 1.76925 0.272
C -8.60176 0.32654 -7.29538 -1.195
C -7.27547 0.36319 -6.49569 0.375
C -6.26295 -0.74658 -6.88444 -1.381
O -6.58914 1.52521 -6.85980 -0.558
H -8.97051 1.34991 -7.36502 0.343
H -9.40591 -0.17629 -6.75817 0.336
H -8.52807 -0.21176 -8.24032 0.281
H -7.33785 0.29349 -5.40971 0.349
H -6.63606 -1.70083 -6.51255 0.372
H -5.29429 -0.55412 -6.42320 0.320
H -6.25995 -0.91288 -7.96168 0.412
H -6.25867 1.34945 -7.74382 0.346
C -0.74559 -5.04389 -6.24326 -1.543
C -1.45935 -4.75844 -7.55557 0.764
C -0.58940 -5.04164 -8.73836 -1.273
O -2.62336 -5.56135 -7.57134 -0.564
H -1.27023 -4.61236 -5.39083 0.408
H 0.24663 -4.59391 -6.27682 0.368
H -0.64051 -6.09476 -5.97358 0.404
H -1.71552 -3.69941 -7.58645 0.132
H -0.09620 -6.01109 -8.66752 0.299
H 0.25509 -4.35411 -8.69127 0.350
H -1.20927 -5.01440 -9.63453 0.337
H -2.76109 -5.97330 -6.71523 0.318
C 1.76448 -0.91336 -0.52452 -1.116
C 0.25931 -0.76728 -0.24927 0.469
C -0.54293 -1.72868 -1.16304 -1.227
O 0.01815 -1.07151 1.14230 -0.523
H 2.16749 -0.63956 -1.49956 0.354
H 2.08179 -1.89313 -0.16749 0.304
H 2.10081 -0.18770 0.21601 0.250
H -0.18452 0.21233 -0.42671 0.229
H -1.56282 -1.75851 -0.77960 0.346
H -0.23846 -2.76299 -1.00298 0.296
H -0.67688 -1.34600 -2.17482 0.347
H -0.83908 -0.84631 1.51115 0.271
C 0.49603 2.09366 -6.31098 -1.315
C 0.35507 3.51018 -5.70805 0.522
C -0.53325 4.47358 -6.51688 -1.278
O -0.05081 3.30549 -4.38106 -0.501
H 0.89745 2.09209 -7.32435 0.392
H -0.44415 1.55277 -6.41872 0.358
H 1.15782 1.53818 -5.64645 0.312
H 1.33910 3.97212 -5.78800 0.211
H -0.20135 4.44120 -7.55462 0.358
H -0.38857 5.48183 -6.12882 0.306
H -1.56664 4.15265 -6.64811 0.320
H -0.82982 2.75020 -4.30111 0.316
C 2.20194 7.33390 5.47764 -1.298
C 2.56723 5.91200 4.98272 0.734
C 2.07658 5.45497 3.64219 -1.480
O 3.99142 5.79943 4.96898 -0.548
H 2.46795 8.00660 4.66227 0.321
H 2.58146 7.50380 6.48521 0.319
H 1.12960 7.51580 5.54907 0.361
H 2.28990 5.20717 5.76656 0.151
H 2.01431 4.37771 3.48818 0.352
H 2.70951 6.00066 2.94239 0.444
H 1.08678 5.87600 3.46578 0.347
H 4.15351 5.15792 4.27344 0.296
C 2.29602 -1.98700 5.88878 -0.586
O 2.69800 -2.45941 4.63053 -0.461
H 3.01684 -2.06479 6.70269 0.271
H 2.04307 -0.92719 5.85874 0.228
H 1.30632 -2.39012 6.10344 0.270
H 2.19756 -2.11191 3.88864 0.277
C -1.46147 -5.82636 3.26243 -0.421
O -2.47644 -6.55907 3.90448 -0.508
H -0.50669 -5.99968 3.75887 0.229
H -1.43065 -6.10540 2.20921 0.212
H -1.65543 -4.76386 3.40937 0.192
H -2.58160 -6.14415 4.76376 0.299
C 5.33904 3.62686 -2.55512 -0.538
O 4.27448 3.84416 -1.70782 -0.482
H 5.52231 4.33932 -3.35943 0.257
H 6.29775 3.52940 -2.04574 0.229
H 5.06030 2.69164 -3.04068 0.237
H 3.42231 3.74207 -2.13790 0.299
C -7.42479 -1.60893 -1.20813 -0.632
O -8.72877 -1.22291 -1.57444 -0.484
H -6.65523 -1.15257 -1.83074 0.239
H -7.12623 -1.44655 -0.17248 0.270
H -7.13339 -2.65481 -1.30461 0.303
H -8.72982 -0.26989 -1.45887 0.305